Record 1
DFT (ωB97M-V with the def2-TZVPD basis set) results for a molecular structure, C23H49GaN4OP3.

The geometry in ORCA input format:
```
! wB97M-V def2-TZVPD RIJCOSX def2/J DEFGRID3
* xyz 3 1
Ga -1.627 0.957 -0.553
P -2.247 -1.597 0.144
P 2.033 -1.676 2.296
P 2.004 -2.574 -1.887
H -0.972 3.290 -1.314
C -1.311 2.402 -1.859
C -2.685 1.942 -1.871
H -3.520 2.544 -1.441
C -3.980 -1.620 0.813
C -1.508 -2.914 1.224
C -2.532 -2.568 -1.395
C 3.498 -0.563 2.418
C 1.145 -1.092 3.804
C 2.801 -3.219 2.951
C 1.836 -3.050 -3.606
C 1.848 -3.966 -0.794
C 3.428 -1.549 -1.536
H -0.657 2.223 -2.736
H -3.018 1.211 -2.624
H -4.480 -0.686 0.519
H -3.961 -1.678 1.914
H -4.534 -2.484 0.402
H -1.494 -2.576 2.273
H -0.465 -3.106 0.931
H -2.071 -3.864 1.169
H -2.628 -1.866 -2.229
H -3.444 -3.174 -1.295
H -1.668 -3.216 -1.599
H 4.264 -1.015 3.058
H 3.191 0.402 2.838
H 3.904 -0.406 1.412
H 1.400 -1.731 4.655
H 0.063 -1.145 3.629
H 1.426 -0.054 4.024
H 3.772 -2.997 3.408
H 2.945 -3.932 2.129
H 2.137 -3.662 3.702
H 2.602 -3.786 -3.875
H 1.943 -2.175 -4.253
H 0.838 -3.488 -3.759
H 2.310 -4.821 -1.299
H 0.783 -4.176 -0.654
H 2.339 -3.768 0.168
H 4.167 -1.733 -2.321
H 3.835 -1.778 -0.545
H 3.135 -0.495 -1.589
C 0.417 0.165 -3.468
C 1.525 1.002 -3.066
C 2.435 1.422 -4.040
C 2.203 1.192 -5.408
C 1.037 0.525 -5.801
C 0.115 0.114 -4.869
O -0.231 -0.600 -2.663
H 0.885 -1.792 -1.557
H 1.604 1.313 -2.011
H 3.336 1.973 -3.720
H 2.908 1.584 -6.163
H 0.790 0.334 -6.843
H -0.773 -0.425 -5.185
C -2.281 3.354 0.825
N -1.429 2.123 1.121
C -1.969 1.479 2.380
N -1.971 2.451 3.481
C -2.787 3.635 3.105
N -2.245 4.309 1.939
C -0.819 4.687 2.155
N 0.014 3.526 2.516
C -0.006 2.549 1.426
C -0.596 2.929 3.729
H -3.307 3.013 0.644
H -1.906 3.932 -0.025
H -1.342 0.616 2.649
H -2.997 1.150 2.171
H -2.795 4.355 3.933
H -3.809 3.318 2.859
H -0.417 5.124 1.228
H -0.789 5.408 2.979
H 0.565 1.668 1.734
H 0.435 2.993 0.523
H -0.659 3.720 4.496
H 0.014 2.084 4.079
*
```

For the energy above the lowest of the compared OMol25 structures with the same formula, charge and spin, the calculation gives 22.1 kcal/mol. The value obtained for the LUMO energy (alpha / beta) is -10.56 / -10.61 eV.

---

Record 2
DFT (ωB97M-V with the def2-TZVPD basis set) results for a molecular structure, C23H49N3P4STm.

The geometry in ORCA input format:
```
! wB97M-V def2-TZVPD RIJCOSX def2/J DEFGRID3
* xyz 3 3
Tm 0.017 -0.299 -0.733
P 2.147 1.216 1.069
P -1.486 2.132 0.415
P 1.184 1.751 -2.273
H -0.191 -3.049 0.285
C 0.576 -2.622 -0.357
C 1.695 -1.898 0.134
H 2.093 -1.905 1.164
C 2.686 0.819 2.811
C 2.145 3.028 1.379
C 3.836 1.125 0.373
C -3.134 1.795 -0.356
C -2.121 2.633 2.081
C -1.232 3.834 -0.228
C 2.494 0.887 -3.234
C 1.814 3.435 -2.195
C -0.166 2.121 -3.479
H 0.621 -3.137 -1.306
H 2.477 -1.739 -0.607
H 2.534 -0.232 3.038
H 2.197 1.447 3.559
H 3.754 1.023 2.892
H 1.333 3.289 2.071
H 2.063 3.607 0.450
H 3.095 3.308 1.865
H 4.144 0.081 0.299
H 4.537 1.623 1.049
H 3.906 1.616 -0.599
H -3.792 2.665 -0.205
H -3.585 0.911 0.125
H -2.982 1.646 -1.436
H -2.794 3.494 1.972
H -1.278 2.958 2.706
H -2.695 1.819 2.545
H -2.070 4.462 0.111
H -1.236 3.838 -1.328
H -0.306 4.255 0.193
H 2.387 1.214 -4.275
H 2.360 -0.205 -3.186
H 3.479 1.147 -2.819
H 1.939 3.762 -3.245
H 2.778 3.409 -1.669
H 1.068 4.072 -1.688
H 0.247 2.358 -4.474
H -0.804 2.966 -3.154
H -0.700 1.156 -3.557
C -0.225 -2.295 -4.828
C -1.282 -2.112 -5.751
C -1.408 -2.896 -6.910
C -0.537 -3.974 -7.157
C 0.529 -4.152 -6.281
C 0.674 -3.330 -5.141
S -0.071 -1.176 -3.324
H -0.951 -1.449 -2.179
H -2.121 -1.464 -5.491
H -2.252 -2.755 -7.609
H -0.703 -4.647 -8.013
H 1.186 -5.015 -6.429
H 1.387 -3.642 -4.387
C -0.472 -1.798 5.383
N -1.170 -0.538 5.116
C -2.605 -0.794 4.861
N -2.809 -1.761 3.752
C -2.046 -3.000 4.025
N -0.614 -2.761 4.275
C 0.109 -2.331 3.061
P -0.618 -0.745 2.339
C -0.533 0.190 4.008
C -2.448 -1.213 2.449
H -0.948 -2.276 6.255
H 0.591 -1.603 5.551
H -3.131 0.147 4.628
H -3.010 -1.266 5.774
H -2.149 -3.677 3.167
H -2.441 -3.441 4.955
H 1.173 -2.143 3.311
H 0.048 -3.123 2.289
H -1.007 1.179 3.920
H 0.520 0.338 4.284
H -2.661 -1.982 1.690
H -3.036 -0.308 2.223
*
```

The expectation value of S² is 2.00. The value obtained for the LUMO energy (alpha / beta) is -10.98 / -10.93 eV.

---

Record 3
DFT (ωB97M-V with the def2-TZVPD basis set) results for 6 unconnected molecules or ions with the total composition C23H49N9O9P.

The geometry in ORCA input format:
```
! wB97M-V def2-TZVPD RIJCOSX def2/J DEFGRID3
* xyz 1 1
N -0.096 3.127 3.730
C 0.640 3.770 2.833
C 2.181 4.007 3.197
C 2.904 2.565 3.162
C 3.057 1.594 1.938
C 2.437 1.922 0.508
C 2.627 0.770 -0.593
O 2.592 -0.583 -0.069
C 1.277 -0.985 0.301
O 1.135 -1.503 1.451
N 3.822 0.468 2.435
C 4.122 0.631 3.828
N 3.559 1.881 4.271
P 3.731 2.364 5.968
N 2.260 2.470 6.604
O 4.623 1.140 6.761
O 4.476 3.900 6.104
H -1.029 3.055 3.285
H 0.217 4.100 1.824
H 2.366 4.500 4.211
H 2.722 4.660 2.411
H 2.772 2.961 0.124
H 1.295 2.031 0.669
H 3.617 0.941 -1.137
H 1.784 0.885 -1.375
H 0.385 -0.901 -0.425
H 4.127 -0.347 1.874
H 4.724 -0.153 4.389
H 2.156 1.802 7.382
H 3.986 0.567 7.244
H 5.441 3.681 6.237
C 5.954 -2.541 0.824
O 5.625 -1.376 0.987
N 5.389 -3.612 1.444
C 5.835 -4.970 1.197
C 4.307 -3.389 2.384
H 6.764 -2.819 0.132
H 4.998 -5.554 0.809
H 6.181 -5.408 2.137
H 6.651 -4.988 0.473
H 3.482 -2.888 1.869
H 4.661 -2.742 3.191
H 3.958 -4.335 2.798
C -1.517 -1.924 -1.525
O -0.891 -1.009 -2.042
N -2.633 -2.503 -2.041
C -3.322 -3.587 -1.369
C -3.152 -2.021 -3.307
H -1.208 -2.365 -0.562
H -3.333 -4.460 -2.023
H -4.349 -3.278 -1.156
H -2.825 -3.847 -0.432
H -2.385 -2.137 -4.076
H -3.395 -0.959 -3.213
H -4.045 -2.578 -3.592
C 0.233 4.651 -1.183
O 1.006 4.058 -0.437
N 0.463 5.872 -1.746
C -0.500 6.517 -2.623
C 1.712 6.550 -1.460
H -0.742 4.221 -1.462
H -0.036 6.683 -3.599
H -0.791 7.477 -2.188
H -1.390 5.898 -2.751
H 2.544 5.921 -1.785
H 1.794 6.710 -0.381
H 1.754 7.510 -1.976
C -3.328 3.700 -1.293
O -2.710 4.617 -1.811
N -4.442 3.113 -1.808
C -5.123 2.026 -1.133
C -4.966 3.591 -3.074
H -3.015 3.264 -0.331
H -5.129 1.149 -1.786
H -6.151 2.328 -0.919
H -4.623 1.771 -0.197
H -4.198 3.478 -3.844
H -5.215 4.651 -2.981
H -5.855 3.028 -3.357
C -4.518 -6.227 -3.860
O -4.846 -5.063 -3.707
N -5.089 -7.296 -3.236
C -4.644 -8.655 -3.470
C -6.179 -7.065 -2.307
H -3.702 -6.512 -4.543
H -5.479 -9.241 -3.862
H -4.307 -9.087 -2.525
H -3.822 -8.680 -4.188
H -6.997 -6.566 -2.832
H -5.831 -6.413 -1.502
H -6.532 -8.008 -1.889
*
```

The value obtained for the LUMO energy is -2.45 eV.

---

Record 4
DFT (ωB97M-V with the def2-TZVPD basis set) results for 5 unconnected molecules or ions with the total composition C23H49NO18S4.

The geometry in ORCA input format:
```
! wB97M-V def2-TZVPD RIJCOSX def2/J DEFGRID3
* xyz 0 1
C -2.798 -4.090 2.094
C -3.389 -2.527 2.113
C -3.988 -2.245 0.613
C -4.487 -0.707 0.341
C -3.585 0.454 1.069
C -1.961 0.336 0.779
C -1.261 1.744 0.314
O 0.202 1.495 0.151
C 0.893 1.517 1.450
C -1.781 2.214 -1.204
N -1.462 3.714 -1.329
O -0.888 1.517 -2.157
C -1.471 0.251 -2.630
C -0.257 -0.882 -2.813
C 0.047 -1.191 -4.403
C -0.552 -2.246 -1.932
C -0.265 -3.649 -2.731
C 0.381 -2.316 -0.545
H -1.626 -4.013 1.943
H -3.208 -4.612 1.103
H -3.116 -4.706 3.038
H -2.481 -1.857 2.423
H -4.200 -2.488 2.964
H -3.220 -2.657 -0.172
H -4.960 -2.931 0.509
H -4.402 -0.526 -0.835
H -5.634 -0.574 0.591
H -3.919 1.488 0.574
H -3.843 0.584 2.226
H -1.721 -0.584 0.057
H -1.456 0.045 1.821
H -1.384 2.609 1.102
H 0.673 2.517 2.034
H 2.051 1.422 1.224
H 0.625 0.619 2.163
H -2.919 2.000 -1.382
H -0.503 3.776 -1.764
H -2.128 4.178 -2.005
H -2.361 -0.153 -1.981
H -1.917 0.432 -3.717
H 0.711 -0.389 -2.319
H 0.112 -0.205 -5.039
H -0.801 -1.882 -4.876
H 1.060 -1.791 -4.437
H -1.712 -2.227 -1.686
H 0.898 -3.790 -2.830
H -0.698 -4.523 -2.043
H -0.844 -3.755 -3.758
H -0.155 -3.047 0.223
H 1.487 -2.637 -0.761
H 0.441 -1.240 -0.035
C 3.716 0.961 5.087
C 3.556 -0.415 4.447
O 2.437 -1.005 5.104
S 1.385 0.171 5.517
O 0.357 0.234 4.502
O 1.093 0.049 6.927
O 2.389 1.438 5.303
H 4.214 0.888 6.059
H 4.270 1.653 4.446
H 4.446 -1.037 4.568
H 3.315 -0.329 3.382
C 4.018 6.117 4.052
C 3.674 5.253 5.263
O 4.619 4.185 5.240
S 6.021 4.732 4.612
O 6.904 5.071 5.706
O 6.409 3.857 3.530
O 5.443 6.117 3.977
H 3.628 5.675 3.130
H 3.641 7.138 4.154
H 2.654 4.866 5.222
H 3.816 5.809 6.196
C 5.182 1.022 -3.593
C 4.007 1.809 -3.018
O 3.042 0.825 -2.654
S 3.818 -0.533 -2.192
O 3.903 -0.535 -0.748
O 3.289 -1.643 -2.951
O 5.287 -0.150 -2.787
H 4.982 0.711 -4.623
H 6.115 1.591 -3.561
H 3.586 2.514 -3.739
H 4.300 2.347 -2.111
C -4.030 -2.008 -4.611
C -4.320 -3.315 -5.344
O -4.835 -4.196 -4.347
S -5.656 -3.322 -3.242
O -7.062 -3.382 -3.573
O -5.142 -3.645 -1.931
O -5.093 -1.854 -3.673
H -3.090 -2.069 -4.054
H -3.995 -1.153 -5.291
H -3.426 -3.739 -5.809
H -5.095 -3.177 -6.105
*
```

The SMILES is CCCCCC[C@@H](OC)[C@@H](N)OC[C@H](C)C(C)C.O=S1(=O)OCCO1.O=S1(=O)OCCO1.O=S1(=O)OCCO1.O=S1(=O)OCCO1. The value obtained for the LUMO energy is 0.20 eV.

---

Record 5
DFT (ωB97M-V with the def2-TZVPD basis set) results for a gas-phase ion, C23H50BN3PS (charge -1).

The geometry in ORCA input format:
```
! wB97M-V def2-TZVPD RIJCOSX def2/J DEFGRID3
* xyz -1 1
C -3.244 -6.781 5.685
C -3.208 -6.245 7.128
C -3.726 -4.800 7.237
C -2.658 -3.768 6.831
C -3.241 -2.459 6.294
C -3.822 -2.551 4.886
C -2.749 -2.630 3.772
C -2.554 -4.039 3.176
C -2.439 -4.061 1.653
C -1.267 -3.222 1.102
C -0.075 -4.108 0.699
C 1.250 -3.361 0.592
C 1.289 -2.344 -0.542
C 2.597 -1.508 -0.548
C 2.381 0.021 -0.566
C 2.985 0.727 -1.784
C 3.271 2.213 -1.513
C 3.492 3.028 -2.809
C 2.485 4.193 -2.916
C 2.885 5.263 -3.957
B 1.783 5.641 -5.102
C 1.365 7.241 -5.023
N -0.031 7.494 -5.513
C -0.114 8.457 -6.603
N 0.418 4.770 -4.983
C 0.359 3.660 -5.394
S 0.362 2.079 -5.736
P 2.511 5.417 -6.913
N 3.621 6.523 -7.282
H -2.288 -6.655 5.178
H -3.496 -7.840 5.700
H -3.989 -6.235 5.105
H -2.188 -6.250 7.518
H -3.846 -6.862 7.763
H -4.627 -4.667 6.635
H -3.995 -4.615 8.281
H -1.960 -4.222 6.120
H -2.060 -3.543 7.719
H -4.045 -2.160 6.977
H -2.486 -1.672 6.345
H -4.538 -3.370 4.791
H -4.405 -1.641 4.719
H -1.805 -2.330 4.235
H -2.989 -1.907 2.992
H -3.431 -4.636 3.444
H -1.707 -4.541 3.653
H -2.283 -5.095 1.333
H -3.382 -3.711 1.228
H -1.626 -2.732 0.193
H -0.969 -2.418 1.778
H -0.016 -4.951 1.394
H -0.307 -4.535 -0.283
H 2.039 -4.099 0.402
H 1.496 -2.901 1.555
H 1.233 -2.882 -1.492
H 0.437 -1.666 -0.470
H 3.227 -1.799 -1.389
H 3.146 -1.776 0.359
H 1.321 0.270 -0.495
H 2.871 0.453 0.312
H 2.307 0.690 -2.641
H 3.929 0.254 -2.069
H 2.437 2.633 -0.944
H 4.174 2.285 -0.898
H 3.264 2.370 -3.652
H 4.513 3.400 -2.884
H 1.511 3.739 -3.104
H 2.427 4.664 -1.929
H 3.812 4.929 -4.440
H 3.161 6.180 -3.429
H 2.027 7.846 -5.647
H 1.399 7.565 -3.977
H -0.590 7.837 -4.747
H -0.046 7.959 -7.574
H -1.099 8.936 -6.574
H 0.633 9.260 -6.542
H 1.378 5.431 -7.781
H 3.036 4.112 -7.085
H 4.473 6.045 -7.554
*
```

The value obtained for the LUMO energy is 2.11 eV.

---

Record-wise F_max values, in Eh/bohr: 0.0746, 0.0913, 0.1120, 0.0591, 0.0254